Record 1
Entry from the Open Molecules 2025 dataset: a cluster of 3 separate species, C16H37NO11S in total (wB97M-V/def2-TZVPD).

Element x y z (Å)
C (7.243, -0.730, 0.206)
C (5.697, -0.175, -0.109)
O (5.657, 1.287, -0.196)
C (4.956, 1.780, -1.385)
C (3.558, 2.627, -1.033)
O (2.516, 1.795, -0.412)
N (1.508, 2.555, 0.094)
C (0.357, 1.653, 0.587)
O (0.645, 0.853, 1.635)
O (-0.930, 1.678, -0.126)
C (-2.071, 1.866, 0.784)
C (-3.216, 0.664, 0.621)
C (-3.423, 0.190, -0.954)
S (-2.595, -1.497, -1.281)
O (-1.367, -1.649, -0.333)
O (-3.623, -2.671, -1.083)
O (-2.029, -1.438, -2.917)
H (7.281, -1.911, 0.257)
H (7.694, -0.282, 1.193)
H (7.934, -0.402, -0.682)
H (5.057, -0.485, 0.844)
H (5.350, -0.753, -1.064)
H (5.673, 2.597, -1.879)
H (4.751, 0.990, -2.220)
H (3.117, 3.036, -2.064)
H (3.822, 3.563, -0.364)
H (1.124, 3.160, -0.668)
H (-2.634, 2.882, 0.512)
H (-1.773, 1.974, 1.924)
H (-4.253, 1.086, 0.995)
H (-2.983, -0.283, 1.272)
H (-4.582, 0.005, -1.171)
H (-3.085, 1.010, -1.720)
H (-2.764, -0.957, -3.424)
C (-2.782, -5.535, -1.560)
O (-1.678, -6.430, -1.484)
C (-2.054, -7.780, -1.773)
C (-1.684, -8.164, -3.209)
O (-2.449, -7.418, -4.162)
C (-1.714, -6.328, -4.709)
H (-2.396, -4.513, -1.599)
H (-3.393, -5.708, -2.448)
H (-3.402, -5.642, -0.663)
H (-3.122, -7.939, -1.584)
H (-1.493, -8.422, -1.084)
H (-1.928, -9.221, -3.364)
H (-0.610, -8.039, -3.388)
H (-1.009, -6.701, -5.458)
H (-1.172, -5.769, -3.941)
H (-2.419, -5.650, -5.196)
C (-1.182, 5.980, 5.482)
O (0.125, 5.780, 4.956)
C (0.310, 4.454, 4.451)
C (0.182, 4.417, 2.925)
O (-1.151, 4.727, 2.506)
C (-1.279, 6.075, 2.066)
H (-1.347, 7.055, 5.596)
H (-1.957, 5.579, 4.825)
H (-1.257, 5.507, 6.466)
H (-0.390, 3.754, 4.924)
H (1.325, 4.147, 4.725)
H (0.396, 3.400, 2.580)
H (0.906, 5.091, 2.452)
H (-0.862, 6.173, 1.059)
H (-0.782, 6.777, 2.739)
H (-2.343, 6.324, 2.032)

## Properties
HOMO = -8.8 eV
Total charge = 0
Gap between HOMO and LUMO = 0.32001 Ha

Atomic partial charges in e from the Löwdin method, atoms 1 to 5: C -0.11; C -0.24; O -0.20; C -0.16; C -0.13

Record 2
Entry from the Open Molecules 2025 dataset: a cluster of 3 separate species, C16H38BBrN3O9 in total (wB97M-V/def2-TZVPD).

Element x y z (Å)
C (-4.012, -1.380, -1.191)
C (-4.269, -2.878, -1.397)
O (-4.966, -3.434, -0.269)
C (-2.987, -3.652, -1.599)
O (-2.164, -3.447, -0.464)
N (-0.816, -3.594, -0.822)
C (-0.179, -2.432, -1.383)
C (-0.113, -1.099, -0.584)
C (-0.333, 0.108, -1.518)
O (-0.979, -1.080, 0.516)
C (-0.051, -4.496, -0.046)
Br (0.897, -5.699, -1.406)
B (-0.899, -5.446, 0.936)
O (-0.828, -6.834, 0.841)
O (-1.684, -4.896, 1.914)
C (1.078, -3.850, 0.868)
O (0.617, -3.262, 1.852)
O (2.255, -3.960, 0.511)
H (-4.239, -1.107, -0.167)
H (-4.678, -0.801, -1.832)
H (-2.983, -1.129, -1.418)
H (-4.907, -3.023, -2.272)
H (-5.904, -3.418, -0.462)
H (-3.210, -4.717, -1.697)
H (-2.502, -3.288, -2.505)
H (0.832, -2.750, -1.622)
H (-0.653, -2.200, -2.343)
H (0.921, -0.996, -0.232)
H (-1.026, -0.110, -2.330)
H (0.620, 0.406, -1.955)
H (-0.734, 0.934, -0.933)
H (-0.746, -0.341, 1.089)
H (0.056, -7.119, 1.094)
H (-1.240, -4.864, 2.764)
C (2.359, 1.667, 4.427)
C (1.167, 0.717, 4.503)
C (0.760, 0.122, 3.152)
O (0.051, 1.010, 2.293)
C (0.856, 1.891, 1.537)
N (0.053, 1.410, 5.165)
H (2.078, 2.642, 4.027)
H (2.769, 1.835, 5.424)
H (3.152, 1.253, 3.801)
H (1.458, -0.125, 5.135)
H (0.073, -0.707, 3.331)
H (1.622, -0.303, 2.624)
H (1.802, 1.427, 1.240)
H (1.048, 2.817, 2.085)
H (0.297, 2.152, 0.637)
H (-0.704, 0.749, 5.311)
H (-0.326, 2.080, 4.502)
C (3.129, 4.906, -1.518)
C (1.937, 3.962, -1.387)
C (1.501, 3.320, -2.710)
O (0.783, 4.178, -3.577)
C (1.573, 5.039, -4.369)
N (0.834, 4.679, -0.738)
H (2.842, 5.866, -1.947)
H (3.555, 5.107, -0.536)
H (3.911, 4.470, -2.142)
H (2.242, 3.146, -0.725)
H (0.816, 2.501, -2.478)
H (2.359, 2.879, -3.236)
H (2.514, 4.564, -4.663)
H (1.787, 5.980, -3.854)
H (1.004, 5.271, -5.269)
H (0.078, 4.025, -0.558)
H (0.447, 5.321, -1.425)

## Properties
HOMO = -4.6 eV
Total charge = -1
Gap between HOMO and LUMO = 0.25257 Ha

Atomic partial charges in e from the Löwdin method, atoms 1 to 5: C -0.02; C -0.39; O -0.03; C -0.15; O -0.07

Record 3
Entry from the Open Molecules 2025 dataset: a cluster of 4 separate species, C16H38Cl4N2 in total (wB97M-V/def2-TZVPD).

Element x y z (Å)
C (-2.018, -1.800, -2.122)
C (-3.321, -1.943, -2.868)
N (-3.147, -1.789, -4.278)
C (-4.155, -2.540, -4.995)
C (-5.487, -2.537, -4.604)
C (-3.098, -0.347, -4.692)
C (-2.572, -0.201, -6.064)
H (-1.423, -0.979, -1.862)
H (-1.275, -2.500, -2.454)
H (-2.167, -2.066, -1.015)
H (-4.085, -1.313, -2.542)
H (-3.572, -2.947, -2.684)
H (-3.584, -3.562, -4.690)
H (-3.864, -2.619, -6.071)
H (-5.936, -2.296, -3.771)
H (-5.865, -3.481, -5.068)
H (-5.902, -1.616, -5.270)
H (-2.318, 0.174, -3.957)
H (-4.129, -0.038, -4.668)
H (-2.374, 0.827, -6.278)
H (-3.373, -0.494, -6.842)
H (-1.768, -0.706, -6.329)
C (5.040, 2.151, 0.823)
C (4.859, 3.008, 2.040)
N (3.495, 2.798, 2.826)
C (3.309, 2.997, 4.096)
C (4.058, 3.884, 4.805)
C (2.487, 3.649, 1.984)
C (1.193, 2.833, 1.830)
H (5.010, 1.283, 1.244)
H (6.162, 2.110, 0.431)
H (4.262, 2.125, 0.058)
H (5.043, 4.013, 1.717)
H (5.684, 2.509, 2.654)
H (3.697, 1.994, 4.427)
H (2.359, 2.849, 4.344)
H (4.995, 4.183, 4.415)
H (4.341, 3.606, 5.715)
H (3.707, 4.757, 4.877)
H (2.900, 3.892, 1.045)
H (2.479, 4.658, 2.322)
H (1.230, 2.035, 1.133)
H (0.469, 3.340, 1.336)
H (0.625, 2.570, 2.818)
Cl (1.355, -2.700, -0.993)
C (0.643, -1.782, 0.273)
C (1.773, -1.103, 0.998)
Cl (2.783, -2.110, 2.033)
H (0.087, -2.477, 0.735)
H (0.135, -1.003, -0.286)
H (1.385, -0.390, 1.770)
H (2.548, -0.543, 0.292)
Cl (-2.590, -2.704, 2.037)
C (-2.248, -2.948, 3.771)
C (-0.893, -2.339, 4.235)
Cl (-0.995, -0.548, 4.310)
H (-2.174, -4.029, 3.824)
H (-3.078, -2.588, 4.181)
H (-0.035, -2.528, 3.677)
H (-0.666, -2.680, 5.327)

## Properties
HOMO = -8.0 eV
Total charge = 0
Gap between HOMO and LUMO = 0.31757 Ha

Atomic partial charges in e from the Löwdin method, atoms 1 to 5: C -0.09; C -0.28; N -0.22; C -0.36; C -0.11

Record 4
Entry from the Open Molecules 2025 dataset: a structure of composition C16H38Cl8Nb (wB97M-V/def2-TZVPD).

Element x y z (Å)
C (0.478, -0.022, 0.083)
C (0.337, -1.313, -0.715)
C (0.434, -1.153, -2.244)
C (-0.608, -0.210, -2.846)
C (-0.229, 0.460, -4.180)
C (1.192, 1.014, -4.287)
C (1.550, 2.048, -3.236)
C (3.032, 2.485, -3.379)
Nb (4.659, 1.087, -2.640)
H (0.452, -0.243, 1.151)
H (-0.329, 0.690, -0.110)
H (1.419, 0.466, -0.171)
H (-0.553, -1.884, -0.435)
H (1.196, -1.935, -0.436)
H (0.305, -2.154, -2.666)
H (1.455, -0.841, -2.467)
H (-0.912, 0.556, -2.132)
H (-1.509, -0.802, -3.045)
H (-0.925, 1.294, -4.329)
H (-0.403, -0.243, -5.001)
H (1.918, 0.196, -4.255)
H (1.295, 1.462, -5.282)
H (0.918, 2.936, -3.369)
H (1.395, 1.655, -2.230)
H (3.227, 2.715, -4.435)
H (3.206, 3.419, -2.823)
H (4.552, -0.101, -4.039)
H (6.035, 2.025, -3.453)
H (5.244, 2.007, -1.150)
H (3.486, 0.233, -1.510)
H (5.964, -0.121, -2.131)
Cl (8.606, 4.215, -4.890)
C (7.701, 5.521, -4.081)
C (6.260, 5.164, -3.821)
Cl (5.318, 5.029, -5.328)
H (7.780, 6.407, -4.708)
H (8.199, 5.712, -3.132)
H (5.801, 5.954, -3.227)
H (6.162, 4.219, -3.288)
Cl (-0.508, 0.043, 4.701)
C (-1.906, -0.848, 4.034)
C (-1.627, -2.321, 3.895)
Cl (-0.418, -2.661, 2.633)
H (-2.159, -0.402, 3.076)
H (-2.730, -0.704, 4.725)
H (-2.541, -2.837, 3.607)
H (-1.260, -2.743, 4.827)
Cl (-5.047, 0.295, 3.743)
C (-6.375, -0.678, 3.066)
C (-5.990, -2.128, 2.932)
Cl (-4.758, -2.384, 1.665)
H (-6.651, -0.250, 2.105)
H (-7.218, -0.584, 3.749)
H (-6.866, -2.710, 2.647)
H (-5.597, -2.519, 3.860)
Cl (-6.879, -3.145, 6.066)
C (-5.914, -4.585, 6.497)
C (-4.728, -4.255, 7.366)
Cl (-3.453, -3.372, 6.487)
H (-5.605, -5.069, 5.574)
H (-6.585, -5.251, 7.037)
H (-4.275, -5.182, 7.713)
H (-5.019, -3.661, 8.228)

## Properties
HOMO = -4.3 eV
Total charge = -1
Gap between HOMO and LUMO = 0.21154 Ha

Atomic partial charges in e from the Löwdin method, atoms 1 to 5: C -0.12; C -0.28; C -0.22; C -0.22; C -0.22

Record 5
Entry from the Open Molecules 2025 dataset: a structure of composition C16H38IN5O6S (wB97M-V/def2-TZVPD).

Element x y z (Å)
N (-3.289, -0.946, 2.378)
C (-1.806, -1.250, 2.296)
C (-1.441, -2.126, 0.950)
O (-1.398, -1.422, -0.215)
O (-1.115, -3.559, 0.907)
C (-2.238, -4.402, 1.358)
O (-1.830, -5.813, 1.048)
I (-4.102, -4.084, 0.200)
N (-2.462, -4.380, 2.870)
C (-3.813, -4.117, 3.082)
S (-5.256, -3.452, 3.742)
H (-3.517, -0.331, 3.209)
H (-3.537, -0.407, 1.495)
H (-1.498, -1.935, 3.222)
H (-1.114, -0.300, 2.351)
H (-1.643, -6.291, 1.920)
C (3.987, 0.173, -1.431)
C (3.030, -0.961, -1.077)
C (1.707, -0.476, -0.440)
O (1.822, -0.086, 0.932)
C (2.312, 1.232, 1.128)
N (3.726, -1.921, -0.209)
H (4.496, 0.585, -0.555)
H (4.769, -0.186, -2.110)
H (3.460, 0.990, -1.936)
H (2.773, -1.470, -2.015)
H (1.002, -1.317, -0.447)
H (1.242, 0.321, -1.032)
H (1.974, 1.919, 0.346)
H (3.402, 1.220, 1.182)
H (1.939, 1.594, 2.090)
H (3.113, -2.722, -0.051)
H (3.805, -1.492, 0.717)
C (-4.600, 3.307, 3.686)
C (-5.557, 2.173, 4.040)
C (-6.880, 2.657, 4.678)
O (-6.765, 3.048, 6.049)
C (-6.275, 4.365, 6.245)
N (-4.861, 1.212, 4.908)
H (-4.091, 3.719, 4.562)
H (-3.818, 2.947, 3.007)
H (-5.127, 4.124, 3.181)
H (-5.814, 1.664, 3.102)
H (-7.585, 1.817, 4.670)
H (-7.345, 3.455, 4.085)
H (-6.612, 5.053, 5.463)
H (-5.185, 4.354, 6.300)
H (-6.647, 4.727, 7.207)
H (-5.474, 0.411, 5.066)
H (-4.782, 1.641, 5.834)
C (4.251, -1.488, -6.572)
C (5.744, -1.179, -6.610)
C (6.173, -0.079, -5.611)
O (5.841, 1.251, -6.022)
C (4.501, 1.632, -5.752)
N (6.127, -0.835, -7.987)
H (3.648, -0.724, -7.071)
H (4.045, -2.436, -7.084)
H (3.894, -1.585, -5.541)
H (6.270, -2.099, -6.327)
H (7.267, -0.099, -5.537)
H (5.792, -0.279, -4.602)
H (4.125, 1.192, -4.824)
H (3.860, 1.361, -6.592)
H (4.470, 2.721, -5.655)
H (7.141, -0.720, -8.025)
H (5.771, 0.106, -8.176)

## Properties
HOMO = -9.1 eV
Total charge = 0
Gap between HOMO and LUMO = 0.28123 Ha

Atomic partial charges in e from the Löwdin method, atoms 1 to 5: N -0.03; C -0.18; C -0.24; O -0.03; O -0.06

Record 6
Entry from the Open Molecules 2025 dataset: a cluster of 8 separate species, C16H38N2O6S2 in total (wB97M-V/def2-TZVPD).

Element x y z (Å)
C (-0.175, 0.194, -0.100)
O (-0.437, 0.572, -1.448)
H (0.468, -0.665, 0.094)
H (0.114, 1.154, 0.327)
H (-1.128, -0.027, 0.380)
H (0.128, 1.319, -1.658)
C (-2.267, 3.239, -0.110)
O (-2.993, 4.483, -0.146)
H (-2.618, 2.578, 0.682)
H (-2.275, 2.775, -1.096)
H (-1.201, 3.392, 0.055)
H (-3.697, 4.349, -0.784)
C (3.895, 0.515, 1.037)
O (4.363, 1.674, 1.579)
H (4.052, -0.297, 1.747)
H (2.837, 0.470, 0.776)
H (4.482, 0.227, 0.165)
H (5.040, 1.949, 0.956)
C (2.347, -1.287, -2.370)
O (1.121, -1.941, -2.823)
H (2.079, -0.418, -1.768)
H (3.020, -1.810, -1.690)
H (2.719, -0.858, -3.301)
H (0.508, -1.300, -3.189)
N (-4.694, -0.142, -0.774)
C (-5.708, 0.576, -0.147)
C (-6.899, -0.064, -0.582)
C (-6.620, -1.043, -1.502)
C (-5.208, -1.083, -1.672)
H (-3.700, 0.037, -0.758)
H (-5.354, 1.391, 0.467)
H (-7.866, 0.240, -0.210)
H (-7.316, -1.666, -2.044)
H (-4.548, -1.683, -2.282)
N (0.620, -3.525, -0.519)
C (-0.260, -3.639, 0.522)
C (0.379, -4.258, 1.619)
C (1.753, -4.399, 1.219)
C (1.858, -3.952, -0.086)
H (0.555, -3.025, -1.394)
H (-1.183, -3.168, 0.220)
H (-0.129, -4.484, 2.544)
H (2.460, -4.832, 1.911)
H (2.576, -3.844, -0.886)
C (2.970, 3.862, -1.492)
S (1.947, 2.986, -2.754)
O (0.493, 2.926, -2.193)
C (2.082, 4.412, -3.945)
H (3.126, 3.055, -0.777)
H (2.438, 4.737, -1.119)
H (3.879, 4.160, -2.014)
H (3.045, 4.905, -4.078)
H (1.503, 5.261, -3.583)
H (1.619, 4.144, -4.894)
C (-0.093, -1.327, 3.377)
S (0.745, -0.872, 4.925)
O (-0.363, -0.779, 5.953)
C (1.489, -2.494, 5.186)
H (-0.854, -0.566, 3.205)
H (-0.492, -2.329, 3.220)
H (0.522, -1.172, 2.490)
H (2.135, -2.704, 6.038)
H (2.038, -2.712, 4.270)
H (0.675, -3.219, 5.221)

## Properties
HOMO = -7.9 eV
Total charge = 0
Gap between HOMO and LUMO = 0.28853 Ha

Atomic partial charges in e from the Löwdin method, atoms 1 to 5: C -0.16; O -0.16; H 0.05; H 0.08; H 0.07

Record 7
Entry from the Open Molecules 2025 dataset: a structure of composition C16H38O15S6Sr2 (wB97M-V/def2-TZVPD).

Element x y z (Å)
Sr (-1.058, 0.015, 2.602)
Sr (1.610, -0.586, -2.817)
S (0.190, -0.068, -0.177)
O (-0.350, -0.761, -1.321)
O (1.411, 0.562, -0.675)
O (-0.666, 0.962, 0.341)
O (0.451, -0.927, 0.974)
C (3.651, 0.831, 2.169)
S (2.483, 1.469, 3.436)
O (1.256, 0.612, 3.260)
C (3.287, 0.824, 4.968)
H (3.577, -0.255, 2.218)
H (4.680, 1.149, 2.336)
H (3.343, 1.270, 1.221)
H (3.292, 1.459, 5.853)
H (4.325, 0.562, 4.762)
H (2.892, -0.116, 5.354)
C (-2.289, -1.983, -3.956)
S (-1.512, -1.042, -5.323)
O (-0.116, -0.641, -4.924)
C (-1.322, -2.451, -6.528)
H (-2.349, -1.308, -3.102)
H (-1.728, -2.850, -3.607)
H (-3.337, -2.175, -4.185)
H (-0.462, -2.144, -7.123)
H (-2.130, -2.589, -7.247)
H (-1.192, -3.417, -6.040)
C (-3.107, -4.424, 2.055)
S (-2.928, -3.062, 0.870)
O (-2.666, -1.808, 1.709)
C (-1.285, -3.473, 0.057)
H (-4.030, -4.291, 2.619)
H (-2.289, -4.409, 2.776)
H (-3.258, -5.335, 1.475)
H (-1.399, -4.447, -0.419)
H (-0.630, -3.333, 0.917)
H (-1.117, -2.744, -0.735)
C (-1.816, 3.667, 1.152)
S (-1.174, 3.617, 2.906)
O (-1.145, 2.145, 3.380)
C (-2.682, 4.455, 3.638)
H (-0.926, 3.634, 0.524)
H (-2.496, 4.510, 1.031)
H (-2.467, 2.820, 0.934)
H (-3.553, 3.807, 3.539)
H (-2.748, 5.404, 3.106)
H (-2.558, 4.521, 4.719)
C (2.586, -3.546, 0.696)
S (3.707, -2.197, 0.027)
O (3.393, -2.090, -1.434)
C (5.231, -3.238, 0.246)
H (2.632, -3.538, 1.785)
H (2.874, -4.530, 0.325)
H (1.577, -3.273, 0.387)
H (5.340, -3.681, 1.236)
H (6.108, -2.675, -0.071)
H (5.128, -4.013, -0.514)
C (1.790, 3.857, -0.154)
C (2.541, 4.522, -1.291)
O (3.862, 4.434, -0.936)
C (3.890, 4.297, 0.401)
O (4.869, 4.462, 1.109)
O (2.720, 3.778, 0.899)
H (1.371, 2.930, -0.547)
H (1.062, 4.613, 0.142)
H (2.091, 5.513, -1.341)
H (2.194, 4.025, -2.196)
C (-3.694, -0.206, -0.926)
C (-3.154, 0.980, -1.762)
O (-3.972, 0.925, -2.956)
C (-5.044, 0.024, -2.714)
O (-6.005, -0.120, -3.499)
O (-4.805, -0.746, -1.631)
H (-3.784, 0.185, 0.087)
H (-2.937, -0.983, -0.821)
H (-2.135, 0.705, -2.035)
H (-3.099, 1.932, -1.235)

## Properties
HOMO (spin up / spin down) = -16.2 / -16.2 eV
Total charge = +3
Gap between HOMO and LUMO (spin up / spin down) = 0.30391 / 0.11585 Ha
Spin multiplicity = 2

Atomic partial charges in e from the Löwdin method, atoms 1 to 5: Sr 1.65; Sr 1.69; S 0.13; O -0.46; O -0.49

Number 1: electronic energy -1911.987637 a.u.. Number 2: electronic energy -4072.762661 a.u.. Number 3: electronic energy -2582.336462 a.u.. Number 4: electronic energy -4370.724584 a.u.. Number 5: electronic energy -2053.283513 a.u.. Number 6: electronic energy -1989.532089 a.u.. Number 7: electronic energy -4210.733729 a.u..